{
  "formula": "C2H4N4S",
  "method": "ωB97M-V with the def2-TZVPD basis set",
  "elements": ["S", "N", "N", "N", "N", "C", "C", "H", "H", "H", "H"],
  "coordinates": [[3.184, -0.236, 0.110], [-1.797, -0.568, 0.276], [-0.547, -0.048, -0.278], [1.025, 1.537, 0.032], [0.634, -0.701, -0.078], [-0.278, 1.279, -0.098], [1.673, 0.280, -0.058], [-1.021, 2.006, 0.330], [0.826, -1.415, -0.928], [-1.721, -0.850, 1.177], [-1.978, -1.284, -0.484]],
  "total_energy_ev": -18931.6138,
  "gap_ha": 0.306,
  "e_above_lowest_ev": 2.937,
  "smiles": "Nn1cnc(=S)[nH]1",
  "homo_energy_ev": -8.5
}


{
  "formula": "C2H4N4S",
  "method": "ωB97M-V with the def2-TZVPD basis set",
  "elements": ["S", "N", "N", "N", "N", "C", "C", "H", "H", "H", "H"],
  "coordinates": [[-3.420, -0.022, 0.036], [0.059, 1.485, 0.059], [-1.184, 1.634, -0.042], [0.346, 0.191, -0.086], [-0.785, -0.470, -0.021], [-1.823, 0.387, -0.029], [1.672, -0.339, 0.073], [1.866, -0.477, 1.201], [2.351, 0.391, -0.478], [-0.760, -1.471, -0.205], [1.678, -1.309, -0.508]],
  "total_energy_ev": -18931.8468,
  "gap_ha": 0.304,
  "e_above_lowest_ev": 2.704,
  "smiles": "Cn1nnc(=S)[nH]1",
  "homo_energy_ev": -8.1
}


{
  "formula": "C2H4N4S",
  "method": "ωB97M-V with the def2-TZVPD basis set",
  "elements": ["S", "N", "N", "N", "N", "C", "C", "H", "H", "H", "H"],
  "coordinates": [[1.716, -0.438, -1.504], [-0.985, 0.442, 1.129], [0.891, -0.004, 2.115], [0.480, -0.148, -0.433], [0.193, 0.156, 1.086], [-1.665, 0.424, -0.055], [-0.700, 0.149, -1.030], [1.601, -1.698, -1.125], [1.888, 0.074, 1.937], [-2.615, 0.886, -0.020], [-0.804, 0.158, -2.100]],
  "total_energy_ev": -18929.2448,
  "gap_ha": 0.296,
  "e_above_lowest_ev": 5.306,
  "homo_energy_ev": -7.7
}


{
  "formula": "C2H4N6",
  "method": "ωB97M-V with the def2-TZVPD basis set",
  "elements": ["N", "N", "N", "N", "N", "N", "C", "C", "H", "H", "H", "H"],
  "coordinates": [[0.127, -0.811, 0.000], [2.725, -0.752, 0.160], [-2.618, -0.876, -0.121], [0.110, 1.402, -0.110], [1.318, 1.058, -0.105], [-0.697, 0.300, 0.007], [1.533, -0.247, -0.079], [-2.045, 0.318, 0.144], [2.604, -1.744, 0.429], [-3.625, -0.880, 0.254], [-2.327, 1.428, 0.923], [-0.336, -1.484, -0.812]],
  "total_energy_ev": -11074.1478,
  "gap_ha": 0.301,
  "e_above_lowest_ev": 4.068,
  "homo_energy_ev": -9.0
}


{
  "formula": "C2H4N6",
  "method": "ωB97M-V with the def2-TZVPD basis set",
  "elements": ["N", "N", "N", "N", "N", "N", "C", "C", "H", "H", "H", "H"],
  "coordinates": [[-0.079, 1.719, 0.161], [1.164, 0.034, -1.099], [0.757, -1.022, -1.494], [-0.913, 2.158, 1.366], [0.022, -0.426, 1.095], [-0.417, -1.677, -0.918], [0.329, 0.571, 0.057], [-0.583, -1.552, 0.454], [-0.896, -2.390, 0.949], [-0.180, 1.920, 2.422], [-0.531, -2.480, -1.453], [-0.607, 3.334, 1.237]],
  "total_energy_ev": -11073.3037,
  "gap_ha": 0.351,
  "e_above_lowest_ev": 4.912,
  "homo_energy_ev": -9.2
}


{
  "formula": "C2H4N6",
  "method": "ωB97M-V with the def2-TZVPD basis set",
  "elements": ["N", "N", "N", "N", "N", "N", "C", "C", "H", "H", "H", "H"],
  "coordinates": [[1.085, -0.995, -1.371], [0.542, 0.631, 0.039], [-0.456, -0.491, 0.250], [0.058, -1.502, -0.734], [-2.508, 0.091, 1.463], [2.479, 0.839, -1.505], [1.407, 0.376, -0.980], [-1.740, -0.695, 0.648], [0.805, 0.900, 1.075], [-2.249, 0.989, 1.696], [2.655, 1.654, -0.986], [-2.080, -1.798, 0.405]],
  "total_energy_ev": -11074.2187,
  "gap_ha": 0.317,
  "e_above_lowest_ev": 3.997,
  "smiles": "[H]/N=C\\n1nn/c(=N/[H])[nH]1",
  "homo_energy_ev": -9.4
}


{
  "formula": "C2H4N6",
  "method": "ωB97M-V with the def2-TZVPD basis set",
  "elements": ["N", "N", "N", "N", "N", "N", "C", "C", "H", "H", "H", "H"],
  "coordinates": [[1.206, -0.052, 0.229], [-0.764, -1.134, -0.257], [-0.699, 1.253, -0.165], [-2.665, 0.084, 0.278], [0.477, -1.226, -0.101], [2.574, -0.199, 0.134], [0.582, 1.130, -0.106], [-1.418, 0.094, -0.029], [2.886, 0.114, -0.808], [1.251, 2.002, -0.306], [3.026, 0.349, 0.855], [-3.049, -0.884, 0.245]],
  "total_energy_ev": -11076.1951,
  "gap_ha": 0.348,
  "e_above_lowest_ev": 2.020,
  "smiles": "[H]/N=c1/ncn(N)nn1",
  "homo_energy_ev": -9.6
}


{
  "formula": "C2H4N6",
  "method": "ωB97M-V with the def2-TZVPD basis set",
  "elements": ["N", "N", "N", "N", "N", "N", "C", "C", "H", "H", "H", "H"],
  "coordinates": [[-1.646, -1.288, 0.275], [1.571, 0.234, 0.354], [0.375, -1.688, 1.149], [-0.688, -0.414, -0.234], [-0.305, 1.692, -1.289], [-0.986, -2.107, 0.989], [0.427, -0.612, 0.445], [-1.029, 0.638, -1.068], [-1.991, 0.503, -1.835], [2.253, -0.083, 1.138], [1.263, 1.067, 0.795], [0.757, 2.058, -0.718]],
  "total_energy_ev": -11075.6953,
  "gap_ha": 0.394,
  "e_above_lowest_ev": 2.520,
  "smiles": "[H]/N=C\\n1nnnc1N",
  "homo_energy_ev": -10.4
}


{
  "formula": "C2H4N6S2",
  "method": "ωB97M-V with the def2-TZVPD basis set",
  "elements": ["S", "S", "N", "N", "N", "N", "N", "N", "C", "C", "H", "H", "H", "H"],
  "coordinates": [[0.775, -0.457, -4.175], [0.727, 2.498, -0.858], [0.081, -0.757, -2.861], [0.150, 1.078, 1.866], [0.294, 0.882, -1.062], [-0.545, -1.276, -2.012], [-0.592, -1.143, 1.796], [-0.680, -1.105, -0.831], [-0.194, 0.067, -0.211], [-0.282, 0.044, 1.290], [1.155, 2.208, 0.384], [-0.713, -1.356, 2.743], [-0.608, -1.749, 1.098], [0.432, 1.066, 2.831]],
  "total_energy_ev": -32744.5169,
  "gap_ha": 0.256,
  "e_above_lowest_ev": 3.845,
  "smiles": "[H]/N=C(N)/C(/N=N\\N=S)=N\\S",
  "homo_energy_ev": -7.9
}


{
  "formula": "C2H4NO",
  "method": "ωB97M-V with the def2-TZVPD basis set",
  "elements": ["O", "N", "C", "C", "H", "H", "H", "H"],
  "coordinates": [[-3.333, 0.403, 0.107], [-2.289, 0.004, -0.045], [0.109, -0.026, 0.050], [-1.226, -0.583, -0.116], [-1.213, -1.466, -0.961], [0.734, -0.858, -0.066], [0.212, 0.742, -0.585], [0.371, 0.420, 1.055]],
  "spin_multiplicity": 3,
  "total_energy_ev": -5662.2847,
  "charge": 1,
  "gap_ha": [0.364, 0.343],
  "e_above_lowest_ev": 1.080,
  "homo_energy_ev": [-15.4, -19.1]
}


{
  "formula": "C2H4NO2",
  "method": "ωB97M-V with the def2-TZVPD basis set",
  "elements": ["O", "O", "N", "C", "C", "H", "H", "H", "H"],
  "coordinates": [[-0.594, -1.373, 0.094], [-2.237, 0.612, 0.302], [-1.271, 0.192, -0.431], [0.644, -0.712, 0.003], [0.153, 0.714, -0.025], [0.691, 1.360, -0.855], [0.086, 1.166, 0.965], [1.237, -0.808, 0.849], [1.290, -1.150, -0.902]],
  "total_energy_ev": -7720.0912,
  "charge": -1,
  "gap_ha": 0.253,
  "e_above_lowest_ev": 5.521,
  "homo_energy_ev": -2.2
}


{
  "formula": "C2H4NO2",
  "method": "ωB97M-V with the def2-TZVPD basis set",
  "elements": ["O", "O", "N", "C", "C", "H", "H", "H", "H"],
  "coordinates": [[-0.762, -2.290, -0.039], [-1.363, -0.552, -1.207], [-0.012, -0.275, 0.641], [-0.720, -1.027, -0.307], [0.467, 1.026, 0.078], [0.760, -0.829, 0.997], [-0.403, 1.407, -0.431], [0.753, 1.675, 0.899], [1.279, 0.867, -0.630]],
  "spin_multiplicity": 2,
  "total_energy_ev": -7722.0996,
  "gap_ha": [0.424, 0.275],
  "e_above_lowest_ev": 0.186,
  "homo_energy_ev": [-10.8, -10.6]
}


{
  "formula": "C2H4NO2",
  "method": "ωB97M-V with the def2-TZVPD basis set",
  "elements": ["O", "O", "N", "C", "C", "H", "H", "H", "H"],
  "coordinates": [[0.485, -0.191, 0.429], [-2.224, 0.276, 0.784], [1.724, 0.042, 0.532], [-1.772, -0.264, -0.186], [-0.308, 0.030, -0.544], [2.132, -0.075, 1.440], [0.195, 0.606, -1.394], [2.170, 0.535, -0.248], [-2.402, -0.958, -0.813]],
  "total_energy_ev": -7711.7601,
  "charge": 1,
  "gap_ha": 0.337,
  "e_above_lowest_ev": 4.196,
  "homo_energy_ev": -15.9
}


{
  "formula": "C2H4NO2",
  "method": "ωB97M-V with the def2-TZVPD basis set",
  "elements": ["O", "O", "N", "C", "C", "H", "H", "H", "H"],
  "coordinates": [[2.530, 0.802, 0.064], [0.956, -1.140, -0.354], [-1.044, 0.294, -0.339], [1.464, 0.022, 0.118], [0.082, -0.386, 0.446], [0.036, -0.643, 1.471], [-1.958, -0.302, -0.168], [-1.163, 1.154, 0.113], [-0.903, 0.198, -1.351]],
  "total_energy_ev": -7713.1469,
  "charge": 1,
  "gap_ha": 0.397,
  "e_above_lowest_ev": 2.809,
  "smiles": "[NH3+][C@H]1OC1=O",
  "homo_energy_ev": -15.6
}


{
  "formula": "C2H4NO2",
  "method": "ωB97M-V with the def2-TZVPD basis set",
  "elements": ["O", "O", "N", "C", "C", "H", "H", "H", "H"],
  "coordinates": [[-0.033, -0.045, -1.052], [-3.018, -1.842, -1.047], [1.510, 1.086, 0.535], [-1.043, -0.383, -0.578], [-2.329, -0.972, -1.429], [-1.495, -0.442, 0.534], [2.326, 0.859, 0.033], [-2.360, -0.705, -2.550], [1.250, 2.033, 0.368]],
  "total_energy_ev": -7710.1212,
  "charge": 1,
  "gap_ha": [0.325, 0.201],
  "e_above_lowest_ev": 5.835,
  "homo_energy_ev": [-15.8, -15.2]
}


{
  "formula": "C2H4NO3P",
  "method": "ωB97M-V with the def2-TZVPD basis set",
  "elements": ["P", "O", "O", "O", "N", "C", "C", "H", "H", "H", "H"],
  "coordinates": [[1.250, -0.210, 0.772], [2.403, 0.140, -0.076], [1.537, -1.139, 1.888], [0.607, 2.200, 1.586], [-0.107, -0.650, 0.001], [-1.575, -0.714, -0.004], [-0.849, -0.159, -1.164], [0.043, 2.181, 0.894], [-0.871, 0.865, -1.468], [-0.754, -0.714, -2.180], [-1.683, -1.800, -0.249]],
  "total_energy_ev": -19056.2999,
  "charge": -2,
  "gap_ha": 0.225,
  "e_above_lowest_ev": 4.250,
  "homo_energy_ev": 1.1
}


{
  "formula": "C2H4NO3S2",
  "method": "ωB97M-V with the def2-TZVPD basis set",
  "elements": ["S", "S", "O", "O", "O", "N", "C", "C", "H", "H", "H", "H"],
  "coordinates": [[0.231, 0.757, 1.204], [0.256, -1.343, 2.609], [-1.334, 1.083, 0.480], [-0.777, -1.030, -2.125], [1.559, 0.873, 0.596], [0.548, 0.712, -1.772], [-0.354, -0.252, -1.293], [-0.723, -0.274, 0.127], [0.763, 0.364, -2.773], [1.375, 0.910, -1.104], [-0.211, -0.698, 3.658], [-1.335, -1.102, 0.393]],
  "spin_multiplicity": 3,
  "total_energy_ev": -31438.4230,
  "charge": -1,
  "gap_ha": [0.166, 0.258],
  "e_above_lowest_ev": 2.226,
  "homo_energy_ev": [-1.1, -5.1]
}


{
  "formula": "C2H4NO4P",
  "method": "ωB97M-V with the def2-TZVPD basis set",
  "elements": ["P", "O", "O", "O", "O", "N", "C", "C", "H", "H", "H", "H"],
  "coordinates": [[-0.268, 1.590, 1.563], [-0.822, -0.646, 0.002], [0.145, -2.356, 2.770], [0.762, 0.633, 2.154], [-0.074, 1.423, -0.184], [1.169, -1.953, 2.548], [-0.400, 0.208, -0.718], [0.025, 0.058, -2.131], [-0.385, -0.842, -2.533], [-1.456, 0.969, 1.343], [0.178, 1.084, -2.693], [1.126, -0.170, -2.121]],
  "total_energy_ev": -21104.1319,
  "gap_ha": [0.404, 0.195],
  "e_above_lowest_ev": 2.842,
  "homo_energy_ev": [-10.2, -7.8]
}


{
  "formula": "C2H4NOP",
  "method": "ωB97M-V with the def2-TZVPD basis set",
  "elements": ["P", "O", "N", "C", "C", "H", "H", "H", "H"],
  "coordinates": [[-0.118, 1.158, 0.342], [-1.473, 0.329, -0.112], [0.592, -0.883, -2.514], [1.700, -0.744, -2.193], [0.458, 0.494, 1.749], [-0.283, -0.825, -2.226], [1.274, 0.881, 2.178], [-2.091, -0.186, 0.429], [-0.061, -0.223, 2.347]],
  "total_energy_ev": -14962.7011,
  "gap_ha": 0.369,
  "e_above_lowest_ev": 1.945,
  "homo_energy_ev": -9.5
}


{
  "formula": "C2H4NOP",
  "method": "ωB97M-V with the def2-TZVPD basis set",
  "elements": ["P", "O", "N", "C", "C", "H", "H", "H", "H"],
  "coordinates": [[-1.867, 0.538, 0.633], [-2.123, -0.532, -0.281], [1.959, 0.426, 0.927], [1.291, 0.024, -0.037], [1.039, -0.381, -1.233], [-2.864, 0.354, 1.675], [0.429, 0.257, -1.867], [1.301, 0.784, 1.660], [0.834, -1.470, -1.478]],
  "total_energy_ev": -14962.1874,
  "gap_ha": 0.301,
  "e_above_lowest_ev": 2.458,
  "smiles": "C=C=N.O=P",
  "homo_energy_ev": -9.3
}